a) A 2-piece molecular cluster, C10H10N2O3 overall, computed with wB97M-V/def2-TZVPD.

Atoms and positions in Å:
O: -2.88 1.50 -0.56
O: -1.60 1.98 2.12
O: 0.41 1.16 1.69
N: 0.33 -0.32 -0.15
N: -0.69 2.26 -0.87
C: 1.08 0.38 0.81
C: 1.14 -0.77 -1.20
C: -1.84 -1.46 -0.81
C: 2.49 -0.77 -1.12
C: -1.47 -0.31 1.35
C: -0.91 1.05 1.76
C: 3.18 -0.29 -0.03
C: 2.48 0.25 1.00
C: -1.78 1.78 -0.78
C: -1.03 -0.45 0.00
H: -2.51 0.02 1.36
H: 2.96 -1.16 -2.07
H: 4.31 -0.57 0.02
H: -2.12 -1.08 -1.80
H: 0.65 -1.14 -2.05
H: 2.99 0.73 1.87
H: -1.27 -1.10 2.04
H: -2.73 -1.66 -0.13
H: -0.02 2.37 -1.59
H: -1.18 -2.40 -0.88

Values from the calculation:
Orbital gap (alpha / beta)   7.08 / 7.09 eV

***

b) One molecule with the formula C10H10N2O3, computed with wB97M-V/def2-TZVPD.

Atoms and positions in Å:
O: -1.71 -2.17 1.22
O: 0.92 2.12 1.92
O: 1.30 0.96 3.80
N: -1.32 -1.53 -0.89
N: -0.81 -0.17 -4.22
C: 0.82 1.11 2.56
C: 0.16 -0.13 2.10
C: 1.96 2.09 4.36
C: -0.69 -0.86 -1.93
C: 0.58 -0.28 -1.82
C: -0.48 -0.17 0.93
C: 0.38 0.41 -4.10
C: -1.19 -1.38 0.46
C: 1.11 0.37 -2.92
C: -1.32 -0.78 -3.18
H: -2.29 -1.25 -3.33
H: 0.75 0.91 -4.98
H: 1.14 -0.36 -0.90
H: -0.54 0.72 0.31
H: 0.21 -0.99 2.74
H: 2.08 0.83 -2.86
H: -1.96 -2.27 -1.17
H: 2.80 2.39 3.73
H: 2.30 1.79 5.34
H: 1.26 2.93 4.43

Values from the calculation:
SMILES   COC(=O)/C=C/C(=O)Nc1cccnc1
Orbital gap   8.78 eV

***

c) One molecule with the formula C10H10N2O3, computed with wB97M-V/def2-TZVPD.

Atoms and positions in Å:
O: -1.74 1.94 1.61
O: -1.03 2.73 -0.28
O: -2.05 -1.49 0.79
N: -1.44 1.84 0.44
N: -0.73 -1.42 0.79
C: -3.29 -1.04 -1.04
C: -2.62 -0.33 0.14
C: 1.09 -0.12 0.30
C: 1.54 0.89 -0.56
C: 1.97 -0.90 1.00
C: -1.40 0.54 -0.23
C: 2.92 1.05 -0.58
C: 3.32 -0.86 0.82
C: -0.30 -0.34 0.34
C: 3.80 0.17 0.07
H: 0.94 1.43 -1.12
H: 4.08 -1.49 1.33
H: -3.69 -1.91 -0.50
H: -2.66 -1.21 -1.86
H: 3.44 1.87 -1.08
H: -1.13 0.61 -1.36
H: 4.80 0.19 -0.02
H: -4.07 -0.42 -1.55
H: 1.63 -1.71 1.63
H: -3.37 -0.03 0.92

Values from the calculation:
SMILES   C[C@H]1ON=C(c2ccccc2)[C@@H]1[N+](=O)[O-]
Orbital gap   8.76 eV

***

Ordering by calculated energy gives the sequence b), a), c), with the first entry being the most stable.

***

a) A 4-piece molecular cluster, C8H16Br8 overall, computed with wB97M-V/def2-TZVPD.

Atoms and positions in Å:
Br: 4.83 11.19 12.03
Br: 3.65 7.90 10.19
Br: 5.80 6.58 16.75
Br: 9.76 5.97 9.67
Br: 8.24 6.87 13.07
Br: 10.18 6.87 6.00
Br: 8.25 12.87 12.49
Br: 8.53 11.12 8.21
C: 6.47 6.00 15.01
C: 5.35 8.60 11.05
C: 7.64 6.97 14.88
C: 8.64 7.10 7.25
C: 8.88 11.05 10.06
C: 5.09 9.23 12.32
C: 8.07 12.26 10.59
C: 8.98 7.47 8.60
H: 5.93 9.12 10.25
H: 4.16 8.87 12.81
H: 8.16 6.19 7.20
H: 9.66 8.31 8.75
H: 8.35 13.13 10.02
H: 7.32 7.98 14.88
H: 5.86 7.69 11.20
H: 8.02 7.71 9.22
H: 8.10 7.93 6.82
H: 6.72 4.99 15.11
H: 5.68 6.16 14.25
H: 5.91 9.12 13.02
H: 8.58 10.06 10.42
H: 8.43 6.74 15.58
H: 9.93 11.13 10.21
H: 7.00 12.11 10.49

Values from the calculation:
SMILES   BrCCBr.BrCCBr.BrCCBr.BrCCBr
Orbital gap   10.51 eV

***

b) A 4-piece molecular cluster, C8H16Br8 overall, computed with wB97M-V/def2-TZVPD.

Atoms and positions in Å:
Br: -23.26 7.74 -13.88
Br: -25.82 11.65 -14.09
Br: -28.37 4.16 -19.52
Br: -26.39 9.08 -20.81
Br: -21.97 14.81 -15.43
Br: -24.11 11.40 -17.87
Br: -24.56 6.71 -17.13
Br: -24.83 2.84 -16.56
C: -25.01 9.85 -14.72
C: -22.59 13.02 -16.02
C: -26.06 7.64 -19.48
C: -26.62 3.20 -17.39
C: -26.54 3.92 -18.72
C: -23.98 9.52 -13.64
C: -25.06 8.14 -18.41
C: -22.86 12.94 -17.50
H: -25.48 8.98 -17.86
H: -23.37 13.86 -17.79
H: -21.94 12.24 -15.64
H: -25.55 6.80 -19.94
H: -27.03 7.42 -19.03
H: -24.14 8.51 -18.85
H: -23.54 12.80 -15.51
H: -25.92 9.26 -14.81
H: -24.44 9.93 -15.65
H: -23.17 10.24 -13.66
H: -26.00 4.87 -18.71
H: -27.14 2.24 -17.41
H: -24.41 9.49 -12.64
H: -21.99 12.84 -18.14
H: -27.08 3.94 -16.72
H: -25.96 3.27 -19.37

Values from the calculation:
SMILES   BrCCBr.BrCCBr.BrCCBr.BrCCBr
Orbital gap   10.33 eV

***

Ordering by calculated energy gives the sequence b), a), with the first entry being the most stable.

***

a) C3H6O as an isolated structure, computed with wB97M-V/def2-TZVPD.

Atoms and positions in Å:
O: 0.12 1.40 -0.15
C: 0.54 0.17 -0.74
C: -1.11 0.75 -0.25
C: 0.98 -0.77 0.37
H: -0.82 -0.10 -1.07
H: -1.85 1.34 -0.81
H: 0.56 -0.57 1.37
H: 2.06 -0.61 0.44
H: 0.83 -1.82 0.10
H: -1.48 0.29 0.67

Values from the calculation:
Orbital gap   9.43 eV

***

b) One molecule with the formula C3H6O, computed with wB97M-V/def2-TZVPD.

Atoms and positions in Å:
O: -0.77 -0.95 0.13
C: -0.11 0.41 -0.10
C: 0.97 1.04 0.95
C: -0.21 -0.69 -1.03
H: 0.48 1.07 2.06
H: 0.63 -1.24 -1.57
H: 1.36 2.05 0.76
H: 1.84 0.29 0.74
H: -1.20 -0.46 -1.78
H: -0.84 1.33 -0.15

Values from the calculation:
SMILES   C[C@H]1CO1
Orbital gap   10.97 eV

***

c) A 2-piece molecular cluster, C3H6O overall, computed with wB97M-V/def2-TZVPD.

Atoms and positions in Å:
O: -0.11 2.38 -1.59
C: 0.96 -0.81 0.73
C: -0.74 1.69 -0.95
C: -0.29 -0.64 0.04
H: -1.28 -0.42 0.62
H: -1.95 1.69 -0.76
H: 1.11 -0.11 1.51
H: 1.86 -0.84 0.14
H: 1.00 -1.76 1.22
H: -0.58 -1.18 -0.96

Values from the calculation:
Orbital gap (alpha / beta)   8.37 / 8.48 eV

***

d) One molecule with the formula C3H6O, computed with wB97M-V/def2-TZVPD.

Atoms and positions in Å:
O: -0.45 -0.53 -0.04
C: -1.72 0.11 0.04
C: 1.89 -0.05 0.03
C: 0.60 0.32 -0.04
H: 2.68 0.67 0.02
H: -1.56 1.22 -0.22
H: -2.36 -0.30 -0.80
H: 2.13 -1.07 0.03
H: 0.28 1.39 -0.06
H: -2.16 0.02 1.05

Values from the calculation:
SMILES   C=COC
Orbital gap   9.83 eV

***

Ordering by calculated energy gives the sequence d), b), c), a), with the first entry being the most stable.

***

a) One molecule with the formula C3H6O, computed with wB97M-V/def2-TZVPD.

Atoms and positions in Å:
O: -0.12 -1.54 -0.04
C: -1.32 -1.55 0.46
C: 0.02 0.97 -0.17
C: 0.75 -0.36 -0.12
H: -0.23 1.35 0.83
H: -1.56 -0.50 0.76
H: 1.32 -0.53 -1.03
H: -0.91 0.87 -0.73
H: 1.43 -0.43 0.73
H: 0.64 1.71 -0.68

Values from the calculation:
Orbital gap   9.28 eV

***

b) C3H6O as an isolated structure, computed with wB97M-V/def2-TZVPD.

Atoms and positions in Å:
O: 1.83 -0.94 0.31
C: 0.19 0.88 -0.09
C: -0.83 -0.09 0.49
C: 0.91 -0.41 -0.28
H: 0.39 -1.05 -1.26
H: -0.12 1.39 -1.00
H: -0.51 -1.09 -0.56
H: -0.69 -0.33 1.53
H: 0.69 1.52 0.64
H: -1.86 0.10 0.21

Values from the calculation:
Orbital gap   10.38 eV

***

c) C3H6O as an isolated structure, computed with wB97M-V/def2-TZVPD.

Atoms and positions in Å:
O: -0.68 -1.36 -1.13
C: 0.93 -0.05 0.43
C: -0.20 -0.25 -0.49
C: -0.50 0.34 0.82
H: 1.37 -0.92 0.89
H: 1.62 0.75 0.19
H: -0.19 0.68 -1.35
H: -0.56 -0.33 -1.73
H: -0.75 1.40 0.83
H: -1.03 -0.27 1.55

Values from the calculation:
Orbital gap   10.08 eV

***

Ordering by calculated energy gives the sequence a), b), c), with the first entry being the most stable.

***

a) One molecule with the formula C3H6O, computed with wB97M-V/def2-TZVPD.

Atoms and positions in Å:
O: -0.03 0.22 0.59
C: 0.84 -1.34 -0.75
C: -0.86 1.36 0.79
C: 0.56 0.13 -0.58
H: -0.93 1.91 -0.15
H: -1.83 0.95 1.07
H: 1.89 -1.57 -0.96
H: -0.48 1.99 1.60
H: 0.29 -1.59 -1.66
H: 0.46 -1.94 0.08

Values from the calculation:
Orbital gap   9.58 eV

***

b) One molecule with the formula C3H6O, computed with wB97M-V/def2-TZVPD.

Atoms and positions in Å:
O: 1.28 -0.47 0.55
C: 0.08 -1.20 0.48
C: 0.09 0.23 0.54
C: -0.19 0.91 -0.77
H: -0.19 -1.85 -0.38
H: -0.14 0.84 1.50
H: 0.00 -1.67 1.41
H: -1.23 1.20 -0.75
H: -0.16 0.24 -1.62
H: 0.47 1.77 -0.97

Values from the calculation:
SMILES   C[C@H]1CO1
Orbital gap   11.41 eV

***

c) One molecule with the formula C3H6O, computed with wB97M-V/def2-TZVPD.

Atoms and positions in Å:
O: -0.73 0.55 -0.11
C: 0.44 0.39 0.63
C: 0.64 -0.63 1.45
C: -0.25 0.57 -1.80
H: 1.57 -0.71 1.99
H: -0.09 -1.42 1.58
H: -1.25 0.86 -2.17
H: 1.13 1.19 0.39
H: -0.24 -0.54 -1.89
H: -1.37 -0.14 0.13

Values from the calculation:
Orbital gap   8.57 eV

***

Ordering by calculated energy gives the sequence b), a), c), with the first entry being the most stable.

***

a) A 2-piece molecular cluster, C2H6O overall, computed with wB97M-V/def2-TZVPD.

Atoms and positions in Å:
O: 0.72 -0.42 -0.55
C: -0.39 -1.20 -0.31
C: 0.41 1.59 0.37
H: -0.33 1.79 -0.42
H: -1.37 -0.84 -0.65
H: 0.12 1.05 1.30
H: -0.47 -1.73 0.81
H: 1.40 1.93 0.27
H: -0.09 -2.17 -0.81

Values from the calculation:
Orbital gap (alpha / beta)   9.48 / 8.43 eV

***

b) A 2-piece molecular cluster, C2H6O overall, computed with wB97M-V/def2-TZVPD.

Atoms and positions in Å:
O: -4.21 2.12 0.48
C: 2.52 -1.77 -0.41
C: 1.75 -0.73 -0.03
H: -3.58 2.74 0.91
H: 3.59 -1.92 -0.25
H: 2.13 0.12 0.55
H: 0.69 -0.73 -0.30
H: -4.86 2.71 0.02
H: 1.97 -2.55 -0.96

Values from the calculation:
SMILES   C=C.O
Orbital gap   11.02 eV

***

Ordering by calculated energy gives the sequence b), a), with the first entry being the most stable.

***

a) An isolated ion of composition C10H11N2 and charge +1, computed with wB97M-V/def2-TZVPD.

Atoms and positions in Å:
N: 1.64 -0.68 1.56
N: 2.53 -1.02 -0.51
C: -1.45 1.03 0.23
C: 2.11 -1.48 0.71
C: 0.91 0.79 -0.48
C: -0.40 0.27 -0.36
C: 1.28 2.17 -0.13
C: 2.02 0.01 -1.02
C: -2.92 -0.86 0.07
C: -2.68 0.46 0.45
C: -1.93 -1.60 -0.57
C: -0.69 -1.05 -0.79
H: 0.89 2.45 0.85
H: -1.28 2.05 0.53
H: 1.40 -1.02 2.48
H: -3.47 1.02 0.92
H: 2.36 2.30 -0.13
H: 0.84 2.86 -0.86
H: -3.88 -1.32 0.27
H: 2.29 -2.55 0.84
H: 0.07 -1.63 -1.29
H: 2.50 0.41 -1.91
H: -2.14 -2.61 -0.89

Values from the calculation:
Net charge   +1
Orbital gap   7.76 eV

***

b) An isolated ion of composition C10H11N2 and charge +1, computed with wB97M-V/def2-TZVPD.

Atoms and positions in Å:
N: -0.19 -0.86 1.95
N: 0.61 1.01 0.94
C: -1.41 1.17 -2.45
C: -0.93 -1.12 0.94
C: 1.88 0.00 2.92
C: 0.98 -0.73 -0.67
C: 0.75 0.06 1.97
C: -0.32 1.52 -1.74
C: -1.59 -1.06 -1.47
C: -0.59 -0.92 -0.44
C: 0.28 0.51 -0.29
C: -2.05 -0.18 -2.35
H: 1.89 -0.86 3.69
H: -1.89 -1.51 1.25
H: -2.18 -1.89 -1.32
H: 2.87 -0.03 2.32
H: -2.98 -0.29 -2.86
H: 2.01 0.99 3.35
H: -1.45 1.72 -3.45
H: 1.88 -1.10 -0.08
H: 0.92 1.98 1.17
H: 0.16 2.42 -1.73
H: 1.34 -0.83 -1.66

Values from the calculation:
Net charge   +1
SMILES   CC1=[NH+][C@]23C=CC=C[C@@]2(C=N1)C3
Orbital gap   8.54 eV

***

c) C10H11N2 as an isolated structure, computed with wB97M-V/def2-TZVPD.

Atoms and positions in Å:
N: 0.32 -0.36 -1.30
N: -1.36 -1.54 -0.19
C: 1.69 1.79 1.52
C: -0.80 1.28 -0.05
C: 1.60 1.09 0.33
C: 0.80 1.54 2.65
C: -0.82 0.45 1.13
C: -0.32 0.81 2.43
C: -0.73 -1.19 -1.27
C: 0.46 0.54 -0.30
C: -1.00 -1.83 -2.62
C: -1.24 -0.94 1.00
H: -0.92 -2.91 -2.51
H: 1.09 -0.68 -2.03
H: -1.66 1.13 -0.74
H: 2.52 1.15 -0.16
H: 2.58 2.32 1.92
H: -0.68 0.43 3.36
H: 1.16 1.80 3.61
H: -2.07 -1.53 -2.83
H: -0.31 -1.45 -3.40
H: -1.27 -1.53 1.92
H: -0.65 2.34 0.19

Values from the calculation:
Net charge   +1
Orbital gap   8.50 eV

***

Ordering by calculated energy gives the sequence a), c), b), with the first entry being the most stable.

***

a) C6H10FNO2 as an isolated structure, computed with wB97M-V/def2-TZVPD.

Atoms and positions in Å:
F: 0.11 -2.83 -0.34
O: 2.17 1.31 0.33
O: 3.06 -0.61 -0.57
N: -0.27 0.81 -0.36
C: -0.75 0.52 1.05
C: -0.86 -1.06 1.11
C: 0.34 -1.69 0.45
C: -1.23 1.16 -1.40
C: 0.73 -0.11 -0.66
C: 2.13 0.10 -0.31
H: -2.13 0.35 -1.45
H: -0.77 -1.24 2.19
H: -0.72 1.27 -2.32
H: 0.03 0.98 1.69
H: 0.61 -0.45 -1.62
H: -1.62 2.13 -1.12
H: 1.33 1.58 0.57
H: -1.73 -1.30 0.47
H: -1.73 0.90 1.28
H: 1.31 -1.83 1.02

Values from the calculation:
Orbital gap   9.48 eV

***

b) One molecule with the formula C6H10FNO2, computed with wB97M-V/def2-TZVPD.

Atoms and positions in Å:
F: -0.42 1.35 -0.52
O: 1.35 -1.06 1.61
O: 2.11 0.29 -0.13
N: 4.38 0.39 -0.79
C: -1.50 -0.13 0.75
C: -0.35 0.37 0.39
C: -2.80 0.41 0.34
C: -3.13 -0.10 -1.05
C: 1.07 -0.08 0.59
C: 3.38 -0.16 -0.02
H: -3.48 0.22 1.13
H: -2.59 0.41 -1.78
H: -1.66 -0.99 1.42
H: -4.14 0.05 -1.17
H: 3.71 -0.79 0.83
H: 4.01 0.98 -1.45
H: 5.16 -0.11 -1.10
H: -2.96 -1.22 -1.16
H: 0.53 -1.35 1.88
H: -2.68 1.53 0.23

Values from the calculation:
Orbital gap (alpha / beta)   7.20 / 6.98 eV

***

Ordering by calculated energy gives the sequence a), b), with the first entry being the most stable.